# 1
Computed, not measured: the molecule C23H32N4OS, with wB97M-V/def2-TZVPD.

ORCA input file:
```
! RIJCOSX wB97M-V def2-TZVPD def2/J DEFGRID3
* xyz 0 1
C 0.36 -1.92 -4.32
C 0.99 -1.68 -2.98
C 1.40 -2.74 -2.18
C 1.99 -2.52 -0.94
C 2.46 -3.67 -0.10
C 2.16 -1.21 -0.50
N 2.77 -1.00 0.77
C 2.35 -0.23 1.81
S 3.52 0.48 2.75
N 1.03 -0.14 2.11
C 0.02 -1.03 1.55
C -0.94 -0.34 0.59
C -1.79 -1.36 -0.16
N -2.50 -0.76 -1.27
C -3.63 0.06 -0.85
C -4.25 0.73 -2.07
O -4.67 -0.21 -3.02
C -3.59 -1.02 -3.42
C -2.97 -1.74 -2.23
C 0.59 0.71 3.20
C -0.05 1.97 2.71
C -1.40 2.25 2.92
C -1.94 3.42 2.41
C -1.10 4.27 1.71
N 0.18 4.03 1.52
C 0.70 2.92 2.02
C 1.81 -0.13 -1.31
C 2.10 1.29 -0.90
C 1.22 -0.39 -2.53
H -0.46 -1.23 -4.49
H 1.10 -1.77 -5.10
H -0.01 -2.94 -4.39
H 1.26 -3.75 -2.52
H 2.28 -3.49 0.96
H 1.97 -4.59 -0.40
H 3.54 -3.80 -0.23
H 3.78 -1.10 0.78
H 0.52 -1.85 1.04
H -0.55 -1.45 2.39
H -1.58 0.36 1.14
H -0.39 0.23 -0.16
H -1.13 -2.12 -0.58
H -2.48 -1.87 0.55
H -3.28 0.83 -0.16
H -4.40 -0.55 -0.34
H -5.13 1.31 -1.79
H -3.50 1.41 -2.52
H -3.99 -1.74 -4.14
H -2.82 -0.40 -3.91
H -2.11 -2.33 -2.57
H -3.72 -2.42 -1.79
H -0.11 0.14 3.83
H 1.48 0.95 3.80
H -2.01 1.55 3.48
H -2.98 3.66 2.56
H -1.48 5.19 1.28
H 1.76 2.79 1.87
H 1.31 1.69 -0.27
H 3.03 1.35 -0.33
H 2.20 1.92 -1.77
H 0.93 0.45 -3.16
*
```

Properties
Molar mass = 412.60 g/mol
SMILES string = Cc1cc(C)c(NC(=S)N(CCCN2CCOCC2)Cc2cccnc2)c(C)c1
Largest force on an atom = 0.79 eV/A
HOMO = -8.1 eV
HOMO-LUMO gap = 8.682 eV

=====

# 2
Computed, not measured: a structure of composition C23H32N8PbSSeSi, with wB97M-V/def2-TZVPD.

ORCA input file:
```
! RIJCOSX wB97M-V def2-TZVPD def2/J DEFGRID3
* xyz 0 1
Pb -0.75 0.07 -0.72
C -1.73 -0.27 3.56
C -0.27 0.05 3.23
C 0.62 0.47 4.20
C 1.99 0.58 3.86
C 2.42 0.08 2.67
C 1.45 -0.32 1.65
N 0.13 -0.13 1.93
N 1.82 -0.84 0.50
Si 3.36 -1.30 -0.12
C 3.19 -1.77 -1.89
C 4.52 0.22 0.14
C 3.98 -2.84 0.91
H -1.84 -1.35 3.77
H -2.38 -0.06 2.69
H -2.09 0.32 4.42
H 0.29 0.57 5.23
H 2.65 0.98 4.62
H 3.52 0.01 2.46
H 2.77 -0.93 -2.48
H 2.43 -2.59 -1.90
H 4.13 -2.12 -2.39
H 4.81 0.57 1.14
H 4.19 1.11 -0.42
H 5.50 -0.10 -0.31
H 3.78 -2.69 1.96
H 5.13 -2.89 0.78
H 3.54 -3.77 0.56
N -2.81 0.00 -4.88
C -1.63 0.25 -5.54
C -0.67 0.25 -4.57
N -1.23 0.04 -3.31
C -2.58 -0.03 -3.52
C -3.54 -0.06 -2.44
N -3.24 0.22 -1.14
C -4.44 0.24 -0.45
C -5.47 -0.03 -1.32
N -4.91 -0.24 -2.56
H -3.70 -0.16 -5.37
H -1.54 0.39 -6.60
H 0.37 0.52 -4.60
H -4.45 0.37 0.60
H -6.55 -0.14 -1.06
H -5.36 -0.55 -3.41
Se -1.39 3.57 -1.79
C -0.73 4.70 -0.59
C -1.54 5.15 0.47
C -1.14 6.21 1.26
C 0.05 6.86 0.97
C 0.92 6.34 -0.02
C 0.58 5.21 -0.74
H -2.49 4.68 0.64
H -1.78 6.46 2.12
H 0.36 7.69 1.60
H 1.93 6.79 -0.20
H 1.26 4.69 -1.39
C 0.12 -5.94 1.05
N -0.85 -5.05 0.43
C -0.67 -3.71 0.33
N 0.37 -3.20 0.97
S -1.70 -2.74 -0.67
H -0.22 -6.95 0.91
H 0.16 -5.69 2.11
H 1.14 -5.81 0.61
H -1.65 -5.42 -0.07
H 1.15 -3.76 1.38
H 0.68 -2.22 0.77
*
```

Properties
Molar mass = 766.88 g/mol
Largest force on an atom = 4.01 eV/A
HOMO = -5.4 eV
HOMO-LUMO gap = 5.167 eV

=====

# 3
Computed, not measured: a structure of composition C23H33BrN7OPtS2, with wB97M-V/def2-TZVPD.

ORCA input file:
```
! RIJCOSX wB97M-V def2-TZVPD def2/J DEFGRID3
* xyz 1 1
Pt 0.36 0.50 0.03
Br -2.47 4.52 -6.69
C -2.34 3.57 -5.06
C -1.11 3.46 -4.44
C -1.02 2.75 -3.25
C -2.15 2.18 -2.68
C -3.38 2.29 -3.33
C -3.47 2.98 -4.52
N -1.95 1.48 -1.47
C -2.89 1.24 -0.66
C -2.69 0.36 0.50
C -3.80 -0.04 1.23
C -3.67 -0.99 2.23
C -2.43 -1.54 2.48
C -1.34 -1.07 1.75
N -1.47 -0.13 0.80
H -0.23 3.91 -4.88
H -0.07 2.63 -2.75
H -4.26 1.81 -2.93
H -4.42 3.06 -5.03
H -3.92 1.58 -0.79
H -4.77 0.37 0.98
H -4.54 -1.31 2.79
H -2.27 -2.30 3.23
H -0.34 -1.44 1.92
C 2.04 -3.29 -3.54
N 0.96 -2.81 -2.67
C -0.38 -3.33 -2.87
C 1.14 -1.78 -1.84
N 0.18 -1.14 -1.25
N 2.46 -1.48 -1.56
C 2.94 -0.33 -1.03
N 4.28 -0.32 -0.87
N 2.21 0.74 -0.78
H 1.68 -4.16 -4.08
H 2.90 -3.60 -2.96
H 2.33 -2.52 -4.26
H -0.31 -4.34 -3.28
H -0.97 -2.71 -3.55
H -0.89 -3.41 -1.91
H -0.75 -1.36 -1.60
H 2.98 -2.35 -1.28
H 4.77 -1.19 -0.95
H 4.67 0.34 -0.22
H 2.78 1.50 -0.45
C 2.59 2.03 2.27
C 1.08 2.28 2.44
C 0.81 3.68 2.97
C 0.53 1.21 3.41
C 0.41 2.05 1.13
H 3.06 2.11 3.25
H 3.05 2.79 1.63
H 2.78 1.03 1.88
H 1.32 3.83 3.92
H -0.26 3.85 3.13
H 1.17 4.44 2.27
H 0.93 1.42 4.40
H 0.84 0.21 3.11
H -0.56 1.25 3.48
H -0.17 2.91 0.78
C 1.36 -4.16 3.09
O 2.00 -4.40 1.84
C 2.63 -3.41 1.19
S 3.59 -3.98 -0.08
S 2.47 -1.80 1.68
H 1.33 -5.12 3.59
H 0.34 -3.80 2.93
H 1.91 -3.43 3.69
*
```

Properties
Molar mass = 762.68 g/mol
Largest force on an atom = 0.44 eV/A
HOMO = -9.7 eV
HOMO-LUMO gap = 5.706 eV